# 1
243
Properties=species:S:1:pos:R:3:forces:R:3 method="wB97M-V/def2-TZVPD" homo_lumo_gap_ev=4.9
H 3.6228 0.8750 4.3680 -0.2 -0.2 0.9
C 6.9038 4.7083 -3.0315 4.2 2.9 1.8
O 3.3621 4.0182 -3.3232 1.4 0.2 -1.0
H -1.1350 -0.8224 4.0905 -0.1 -0.7 0.2
H -2.1265 4.5146 -1.0479 -1.8 -0.7 1.1
O 4.4173 4.3406 2.5150 0.0 -2.7 2.4
H 1.9023 -3.5248 -0.7606 -3.3 -1.2 1.1
H 2.5631 -1.3951 0.5857 -0.1 0.2 0.4
C -6.2800 -1.9192 -0.8056 -1.3 0.1 -2.0
C 4.0643 1.0352 2.1997 0.7 -2.2 0.0
H -0.6706 -3.5093 2.3855 -3.5 0.4 1.7
C 3.7476 -3.2024 -1.0673 1.7 3.4 -1.0
S 2.1073 -1.0758 -3.1234 0.9 -0.4 -3.8
O 0.8911 2.6848 2.2517 1.8 9.4 0.5
H 4.3063 4.4606 -1.8008 -0.4 -0.3 0.8
C -0.4457 2.2193 -5.4529 -2.8 -1.1 0.8
H -0.6138 0.2520 -4.6260 -1.7 1.3 -0.2
C 0.3762 -4.0718 0.8199 5.6 2.4 -2.9
S 4.6571 3.2243 3.4655 1.5 0.6 0.5
H -2.9309 -6.2572 -0.0559 0.2 0.3 -0.4
O -0.8675 -4.5946 -1.9284 0.4 2.3 0.6
H 1.2305 -1.8266 1.7796 0.8 0.1 -0.2
H 2.9067 3.2997 0.4670 0.4 -0.1 0.3
H -3.1748 -5.1818 -4.2720 0.1 0.1 0.3
C 3.6586 1.8936 -4.1639 3.6 -3.3 -0.1
H -6.4059 -1.1235 -0.0862 -0.2 -1.4 -1.5
H -4.0491 -0.9663 -1.7216 1.4 3.3 -2.9
H 7.4112 -4.0649 -1.7632 0.2 0.0 0.4
H -4.1065 -0.2044 -3.3084 0.5 -0.2 0.0
H -1.2759 -4.3266 0.1148 -3.3 -2.6 1.4
H 3.1535 -2.5547 4.8939 0.3 -0.1 -0.8
C 1.6021 -1.8804 0.7563 -2.3 0.7 -2.0
H 0.5776 -1.3600 -1.1385 0.1 0.0 0.9
H 2.4744 -3.8162 0.8428 0.3 0.0 -0.1
H 3.1175 0.1629 5.8811 -0.6 0.0 0.2
H -3.1197 2.1210 2.1597 3.4 -1.7 -1.3
C -7.3377 -3.6011 -2.2111 0.7 2.1 0.0
H -1.6422 -0.4665 -3.5267 -0.2 -0.4 0.5
H 5.8415 -0.1718 1.8732 0.4 0.6 1.0
C 1.1532 4.6355 3.6771 0.3 -0.9 0.8
H 3.5666 -5.2855 -0.7036 -0.9 -0.1 -0.2
C 2.3350 -3.6631 -3.5229 0.2 -1.4 0.1
C -7.4407 -2.4951 -1.3013 0.7 -2.9 -0.3
H -8.2816 -4.0557 -2.4733 0.2 -0.4 -0.4
H -4.6870 1.1138 0.7330 0.4 1.3 0.8
C -3.3070 3.0001 5.4801 -0.7 2.8 3.7
C -3.3710 2.6508 -3.5128 -2.0 1.4 -0.5
H 10.0826 5.7187 -2.6769 0.3 0.4 0.2
C -1.7815 -4.7216 0.9836 -0.9 -1.9 1.5
O 2.1329 -1.1569 3.7608 -0.3 2.5 -0.6
C 4.4298 2.5237 -0.9066 -1.8 2.0 2.5
H -3.4437 2.7336 -4.5872 0.2 -0.4 0.4
C -1.8334 0.8570 -1.8914 1.0 -0.2 0.1
H -4.1567 -1.7386 -1.0811 -2.5 -2.8 1.4
H 0.4629 -5.1534 0.7167 -0.1 0.2 0.1
H -0.4310 -3.7127 0.1814 3.3 1.4 0.7
S 1.4065 0.2383 4.1628 1.2 -1.1 3.0
H -3.9609 -7.0744 1.7386 -0.2 -0.4 1.1
C -2.6855 1.2011 2.5513 2.3 0.2 1.3
O -4.0596 2.7220 3.2246 -4.7 2.9 -0.4
H -1.7705 -4.0872 -4.6816 -0.4 0.1 -0.3
H 4.7609 2.0681 -1.8399 -0.9 -0.1 -0.3
O 1.2967 3.5055 -2.2005 -0.4 0.6 -2.0
H -1.4365 -1.1614 -1.8907 -3.3 4.2 0.7
H 1.3486 -4.3065 4.0552 0.8 -0.2 0.3
O -0.7283 -2.0965 -2.5370 1.7 -10.6 1.0
O -0.6543 5.2440 -4.5693 2.1 -1.3 1.5
S -4.7650 3.2901 1.8423 -3.8 3.0 3.5
H 4.2133 -1.1772 -1.3966 0.5 0.2 -0.2
O 0.2350 3.8884 0.1510 0.3 0.9 3.7
H 1.7881 -5.8921 -3.9166 0.5 0.5 -0.3
C -3.8042 -2.7977 4.2519 -1.5 -0.1 0.6
H 3.3090 -3.9371 -3.1173 -0.2 0.4 -0.2
H 4.7908 4.6936 -0.0543 -1.0 -0.5 0.6
C 4.6130 -2.1801 -1.4240 1.7 -0.4 0.7
C -3.5596 2.9073 -0.8065 0.7 -4.1 -6.2
C -2.3206 -4.6144 -3.9023 2.2 0.9 1.5
C 1.4345 -4.9576 -3.4811 0.0 2.4 0.6
H -4.6664 -3.1599 3.7116 0.2 0.2 0.5
C -2.9135 -5.8189 3.2737 -2.6 -2.3 0.0
H -0.5775 -2.0341 6.1518 0.2 -0.5 0.1
C -0.3556 1.4086 1.2743 -3.8 -3.9 -2.0
C 0.1518 4.5146 -4.0075 1.0 2.6 0.2
C -2.6519 3.6755 -1.4796 -2.9 0.7 -0.4
C -2.4256 3.0006 -6.6937 0.4 -0.9 1.2
O 0.9752 5.0056 2.3530 -2.2 0.9 -2.6
H 5.4282 4.8281 -1.3697 2.7 9.8 -6.0
C -3.0760 1.7685 -6.4822 1.9 0.5 0.1
H -5.9963 -4.4501 -3.7124 -0.1 -0.4 0.1
O -5.7887 -0.3719 0.9985 2.6 -2.7 5.2
H 4.6620 -1.0421 2.9260 0.0 0.5 0.4
C -1.5195 0.5364 1.7458 -3.0 0.7 -1.4
C -5.0617 -2.2232 -1.4164 -1.9 -1.4 2.7
O 2.4294 1.9516 -3.7073 -1.0 0.1 -0.8
O 5.4873 3.5850 -4.0884 -10.2 -7.6 -5.8
H 0.4442 2.4960 -4.9070 -0.3 -1.1 -0.9
C 0.6408 -1.1114 -4.4211 2.0 1.0 1.7
H 5.8846 4.1575 -1.1063 0.1 -7.4 3.5
H 0.1707 0.8615 -2.5479 0.1 0.6 0.5
S 0.0124 3.8641 1.5852 2.3 2.1 0.8
H 0.2929 -3.1517 3.6919 0.1 1.2 1.0
O 4.2667 0.8799 -4.5716 -1.9 4.6 0.4
H -3.9989 -3.3727 -2.9013 -3.5 0.7 0.7
S -1.5849 -3.0885 -1.8728 1.0 -3.9 -3.8
C -6.0814 -3.8218 -2.8380 -1.2 0.3 1.0
H -4.1783 -4.1904 5.8460 -0.5 0.1 -0.1
C -2.0542 -0.5196 -2.5190 -2.2 4.4 1.6
C 2.1396 -2.2966 4.5882 -0.9 -1.0 0.7
H -5.0175 1.2810 -3.3055 -0.3 0.3 -0.4
C -0.2806 1.2756 -1.6463 -3.7 -0.2 -2.6
O 3.4742 -1.0641 -3.6859 -3.8 -1.0 1.8
H -0.6454 4.1536 -6.1889 -0.4 -0.1 -0.7
H -4.0806 1.7458 -6.8781 -0.1 -0.8 0.1
C 6.3921 -3.8253 -1.4980 -0.4 -0.3 -1.0
H 1.6544 -2.2026 5.5598 -0.4 0.7 -0.1
C 1.3364 3.1093 3.5357 1.0 2.0 1.1
H 3.7359 1.3325 1.2038 2.3 0.6 1.4
O -5.8757 4.2199 2.2606 2.7 -2.6 -1.5
O 5.0581 1.8545 2.7331 -0.1 2.3 0.8
C -2.0753 -4.7927 3.4257 3.1 1.1 -1.2
H -3.6827 4.6025 4.0655 0.6 -0.2 -0.7
H -0.1517 -1.0585 -3.6746 0.8 0.1 -1.0
H -2.1959 -3.9075 6.8513 0.3 0.4 0.7
C -3.2256 -6.3398 2.0320 0.5 0.4 -1.9
H 2.6974 1.0960 0.9424 -2.9 -1.1 -1.3
C 8.5597 5.9734 -1.1496 -0.9 -0.7 -0.9
H -1.9175 -6.1193 -2.4866 0.3 -0.7 -0.4
C 8.2289 5.0149 -3.4080 -1.0 -0.8 2.8
C 4.1609 -4.4728 -1.0944 0.6 -3.2 1.7
H -3.6343 0.6695 2.6236 1.4 0.2 0.1
H 0.1838 -3.7151 1.8318 2.8 -1.1 -2.8
H 2.0189 5.1842 4.0480 0.4 -0.4 -0.3
C -4.4376 2.0592 -1.4403 0.3 0.1 -1.3
H 2.6485 1.9126 5.4514 -0.5 -1.3 0.6
C -5.4140 1.7888 1.1846 -0.6 2.1 0.1
C 4.7935 -0.2893 2.1488 0.5 -1.5 -1.9
C 7.2315 5.6459 -0.8815 1.4 1.1 0.7
H -4.6624 -3.5180 0.2667 0.5 -0.6 0.0
C -4.1261 -3.2636 1.1809 0.5 1.7 -1.4
C -1.7626 -1.6240 4.4513 -1.2 0.4 0.0
H -0.2866 2.3581 -1.7733 -0.1 -0.9 0.9
C 2.3161 1.3064 -0.0569 -1.2 -1.5 -0.6
H -3.7200 -4.1126 1.7309 -0.1 0.8 -0.2
O -2.7362 -3.6838 -2.8937 4.5 0.7 -0.2
H 2.5275 -3.2999 -4.5324 -0.4 0.2 0.1
H 4.6419 -0.8461 1.2241 -1.2 -0.2 -0.2
H -2.4105 0.9500 -0.9714 0.3 0.0 -0.3
C 2.8346 0.8908 5.1207 -1.3 -1.6 -0.4
C -2.6161 -5.8038 0.8724 -0.8 -0.7 1.5
C 1.6550 -3.3592 0.2880 -2.4 -1.1 3.2
H 6.1627 4.2461 -3.6668 4.2 4.2 1.8
O 1.7381 -2.6169 -2.6447 0.8 0.2 -0.9
O -5.0484 -2.6643 1.9834 -3.9 3.9 1.8
H 8.5729 4.6029 -4.3452 0.4 0.4 -0.2
H 6.8181 5.9622 0.0647 -0.1 0.2 0.5
C -3.5824 -3.3721 5.4694 -1.1 -1.1 -0.5
O 3.7135 2.8801 4.5734 4.2 3.6 -2.5
H 2.7723 0.6552 -0.8024 0.2 -0.2 0.9
H -2.1914 0.1984 0.9569 1.3 0.0 -0.8
O -5.1540 -0.4475 3.4619 -0.5 -1.3 -2.9
O 1.2735 1.0517 2.9221 3.2 -9.4 6.5
C 0.4767 -1.0673 -0.0934 0.8 -0.7 -0.4
H 9.0950 6.5838 -0.4374 0.5 -0.2 0.0
C 5.4774 -4.8549 -1.2658 0.9 1.4 -0.3
H 6.9378 3.5111 3.3481 0.3 0.0 0.3
C -2.5927 3.5707 -2.8567 -0.9 0.5 -0.9
H 0.3908 4.9224 4.4014 -0.8 0.0 -0.5
H -3.5487 3.0729 0.2606 2.3 -6.7 -5.8
C -2.4114 -3.1792 6.0835 1.3 -1.1 2.2
H -0.6565 2.4381 1.0800 -1.4 -3.2 -1.2
C -1.3238 -5.3694 -3.0094 -1.6 -2.5 -0.4
H -3.6202 -1.8643 -3.1690 0.1 1.1 0.1
H -1.9780 4.2096 -3.4733 -0.6 -0.1 0.2
O 0.3346 -0.0672 5.1393 2.2 1.4 -2.4
H 0.5864 -0.1659 -4.9607 1.7 -1.0 -0.4
O 1.7376 -0.0634 -2.1234 2.1 -3.9 -3.0
C -1.1510 3.2005 -6.1412 0.6 -0.3 -0.7
C -4.3401 1.9546 -2.8017 -1.0 -0.2 -0.8
C -1.1601 1.0204 -5.1529 0.4 0.4 -1.4
H -6.1285 1.2939 1.8423 0.6 1.2 0.4
C -4.1084 3.6217 4.2772 0.5 1.4 3.8
H -3.3077 -1.6872 -0.1926 0.1 0.8 2.3
C -2.9806 -1.8059 3.7756 3.0 -2.2 2.5
C -1.4635 -2.3287 5.6090 0.5 1.8 -0.5
C -3.5389 -0.8926 -2.6820 2.1 1.7 -1.4
H -2.3965 3.5754 5.6476 0.0 0.6 0.2
H -2.9232 3.8663 -7.1051 -0.2 -0.2 -0.3
H -3.7407 2.9320 6.4778 -1.1 0.7 -0.1
H -2.1905 -2.4122 0.9880 -0.3 1.6 1.5
S -4.9882 -0.9641 2.1089 -2.0 -1.0 -1.2
H 5.0270 1.9873 -0.1692 0.2 0.1 0.2
H -5.1448 1.4695 -0.8759 0.2 -0.2 -1.1
H -5.9891 2.1543 0.3338 -0.3 0.2 0.3
H 6.2236 4.1046 4.9031 0.4 0.0 0.0
H -1.4719 1.0024 4.3940 0.2 0.0 -0.1
C -4.9260 -3.1601 -2.3897 -4.0 -1.2 -1.4
C -3.1960 -2.0184 0.8399 0.7 -1.3 0.6
C 0.2241 4.1855 -2.4815 -2.8 1.0 -1.7
H -2.1888 1.5402 -2.6628 0.7 -0.2 1.2
H 2.2682 3.1662 -1.0777 1.5 -0.5 1.0
O -0.7573 4.3632 -1.8167 6.2 2.1 -1.3
C 5.9735 -2.4996 -1.6284 -0.4 -0.3 0.4
H 2.4059 2.9203 3.6283 -1.8 0.0 -0.6
O -3.7337 3.7413 0.9302 -3.2 10.6 13.9
O -3.4101 -0.9519 1.6812 -5.4 1.3 -4.8
P 0.4983 0.7367 -0.2017 2.0 1.5 2.8
H 0.8492 2.5620 4.3426 -0.5 0.5 -0.1
H 6.5554 2.3438 4.7074 -0.3 0.1 -0.3
H 0.4636 -4.6707 -3.8851 1.0 0.3 -0.7
H -1.1747 -0.3582 2.2644 0.3 -0.1 -0.1
C -2.3520 1.5489 4.0550 3.0 -3.6 -5.2
H -8.3903 -2.3466 -0.8089 -0.2 0.4 -0.1
H 3.2113 0.9304 2.8702 0.6 0.6 -1.0
C 6.3011 3.2748 4.2006 -0.9 1.3 -0.3
H -2.8385 2.0346 5.2895 -2.0 3.2 3.9
H -5.0804 3.9519 4.6436 -0.6 -0.9 -0.4
H -0.4894 -5.7351 -3.6078 -0.8 -0.7 0.7
H -2.1319 2.6043 4.2157 0.9 -1.1 -1.8
H 1.1753 -5.1382 -2.4379 0.5 -0.2 0.0
C 2.9261 2.6307 -0.3933 0.3 0.3 -0.7
C -2.3969 0.7345 -5.7289 -0.9 1.9 -2.0
H 1.5950 -3.2581 2.6805 1.2 -0.1 0.8
H 2.7347 -2.9030 -0.8419 3.6 0.9 -1.1
O -1.2961 3.7990 2.1829 0.9 1.6 -0.1
H -2.8839 -0.2251 -5.8212 0.2 -0.3 0.9
H -1.7748 -4.5420 4.4323 0.1 0.5 -0.4
H 0.4897 -2.0056 -5.0258 0.7 0.0 0.1
C 1.3759 -3.2609 3.7483 -0.9 -2.4 -0.6
H 0.2063 1.2937 2.2012 -2.0 -0.6 -3.0
C 9.0412 5.6045 -2.4146 0.6 -0.2 -0.9
O -2.2400 -2.9411 -0.6011 3.1 -1.6 -6.9
H -3.4288 -6.1681 4.1563 -0.1 -0.4 0.1
B 2.0633 3.3553 -3.4315 0.8 0.1 -0.2
C 6.4007 5.0348 -1.7915 7.6 9.0 -4.4
C 4.8147 4.0458 -0.9305 -7.4 -10.8 5.5
H -0.5872 -1.2420 0.0670 0.1 -0.5 1.0
H 6.7930 -1.8219 -1.8172 -0.4 0.6 -0.2
H 5.8360 -5.8680 -1.1591 -0.3 -0.1 -0.1
O 1.2995 4.0168 -4.4990 -0.3 0.7 0.0
H -3.1405 1.2029 4.7233 0.1 -2.2 -2.4
H -3.0284 -1.3898 2.7802 1.1 -1.0 3.9
C 4.3296 3.2547 -3.8494 -0.6 0.1 -0.8
C -1.4364 -4.2645 2.2871 -2.8 -0.7 1.1

***

# 2
17
Properties=species:S:1:pos:R:3:forces:R:3 method="wB97M-V/def2-TZVPD" homo_lumo_gap_ev=10.2 de_lowest_ev=4.6854
C -1.3422 0.3010 1.5334 0.2 -0.2 -3.6
N -0.2441 1.1881 1.1961 1.0 -0.7 -0.4
C 0.6797 -0.4366 -0.3878 1.9 0.9 0.5
H 1.7509 -1.5385 -1.9826 0.2 0.4 0.4
H -0.2461 -0.2475 -0.9382 0.3 -0.6 -0.1
H -0.2655 2.1333 1.4660 -0.1 1.2 0.6
C 0.8444 0.9054 0.3626 0.9 3.9 -2.0
H -1.1018 -0.3217 2.3861 -0.9 -0.2 0.1
H -2.1089 0.6314 -0.5609 0.7 0.6 1.5
C 1.8775 -0.6332 -1.3623 -0.2 0.0 0.0
O -2.8818 -1.0697 -0.0233 2.9 0.1 3.0
H 0.5317 -1.2273 0.3899 0.1 0.3 -0.9
H 1.9907 0.2292 -2.0209 -0.6 0.0 -0.1
O 1.6730 1.8673 0.0092 -3.5 -4.7 2.1
H 2.8662 -0.5939 -0.8880 -0.4 -0.6 0.4
C -2.1119 0.0358 0.3835 -0.8 3.5 -0.3
H -1.9119 -1.2230 0.4373 -1.7 -3.9 -1.1

***

# 3
22
Properties=species:S:1:pos:R:3:forces:R:3 method="wB97M-V/def2-TZVPD" homo_lumo_gap_ev=12.2 de_lowest_ev=1.3985 smiles=CCC.CCC
H -0.9699 -2.9103 -0.0457 -1.2 -0.2 -0.5
H -0.3420 2.1023 -2.5889 -0.6 -0.8 -0.4
H 1.5251 0.1911 -1.7743 -0.4 0.5 -0.4
H -0.5929 0.2594 1.6404 -1.0 -0.3 0.2
C -1.2992 -0.5696 1.8866 0.7 -0.5 0.1
C -0.6230 1.7977 -1.5886 -0.8 1.6 2.8
H -2.1727 -0.5568 1.1904 0.8 -0.2 0.3
C 0.7402 1.9024 -0.7736 -2.6 -0.8 0.9
C -0.1118 -2.5300 0.4410 2.0 1.0 0.4
H 1.5599 1.7719 -2.6791 0.7 -0.6 0.6
H 0.9585 2.9182 -0.6825 0.5 1.8 0.5
H -0.8123 -2.6428 2.4636 -0.4 -0.6 0.8
H 0.6618 -1.6325 2.2386 -2.1 -0.3 -0.3
H -1.4580 2.5605 -1.2694 1.6 -1.4 -0.2
H -1.7219 -0.4295 2.9168 0.6 0.0 -0.9
H 0.3472 -1.7056 -0.2218 -0.5 -1.5 0.8
H 2.7761 1.2258 -1.4005 -0.4 0.8 0.0
C 1.7083 1.2816 -1.6861 1.7 -1.8 -0.9
H 0.6368 1.4668 0.2827 0.3 0.4 -1.6
H 0.6029 -3.4433 0.5091 -0.9 1.8 0.1
C -0.4142 -1.8772 1.8454 2.0 0.7 -0.9
H -1.0006 0.7951 -1.3275 -0.1 0.3 -1.2

***

# 4
19
Properties=species:S:1:pos:R:3:forces:R:3 method="wB97M-V/def2-TZVPD" homo_lumo_gap_ev=9.2 de_lowest_ev=2.3348 smiles="CN(c1ncco1)S(C)(=O)=O"
O 1.3485 1.4119 1.3328 -0.1 1.8 0.6
C -2.3811 1.3939 0.1739 0.0 0.8 -1.6
N -1.9559 -0.7401 0.5255 2.0 -2.1 1.1
S 1.8000 0.5185 0.3489 -1.6 -1.5 0.3
H -3.9774 -0.1394 0.5340 1.5 1.0 0.5
C -0.8284 -0.1544 0.2645 -1.2 1.6 -0.5
H 2.2328 2.0686 -1.5381 0.2 0.5 0.5
C 0.5205 -2.0563 0.4413 0.8 -1.4 3.0
C 1.8280 1.1011 -1.3211 -2.7 -0.8 0.2
H -2.8764 2.2767 -0.2987 1.0 -0.8 0.9
H -0.2902 -2.5980 0.0167 -1.1 0.2 -0.4
H 2.4007 0.3144 -1.7633 0.2 -0.3 -0.8
H 1.3634 -2.5041 0.0076 1.6 0.0 -0.9
N 0.4504 -0.6364 0.2940 0.2 0.8 -0.9
H 0.6010 -2.4126 1.5437 -0.4 0.9 -1.5
C -2.8975 0.2132 0.5298 -2.9 -0.3 -1.0
H 0.7078 1.0337 -1.5606 1.8 0.4 -0.3
O 2.9690 -0.2373 0.5732 1.0 -1.0 -0.1
O -1.0152 1.1467 -0.1041 -0.4 0.2 0.9

***

# 5
60
Properties=species:S:1:pos:R:3:forces:R:3 method="wB97M-V/def2-TZVPD" homo_lumo_gap_ev=8.8 de_lowest_ev=0.3213 smiles=COCCNCCOC.COCCNCCOC.O.O.O.O
C 1.2489 2.1713 -3.1480 0.5 0.0 -0.1
C 1.1598 1.6787 -0.8194 0.1 -0.4 0.1
H 1.1962 2.0795 5.2831 0.0 0.0 -0.1
H 2.5649 2.0460 1.3392 0.1 0.1 0.1
H -1.4290 2.6146 -7.9790 0.0 0.0 0.0
H 0.2637 -1.6223 1.8620 0.0 0.0 0.2
H -1.2133 1.2718 -4.4710 0.1 0.0 0.1
O -1.3458 2.8337 -7.0459 0.0 0.0 -0.1
H -1.0829 -2.6857 7.4165 -0.1 0.1 0.0
C -1.2818 -1.7335 -2.4704 0.4 0.1 -0.7
H -0.1969 -1.5906 -2.5988 -0.1 0.0 0.0
H 1.7694 1.3671 -3.6784 -0.1 0.0 0.0
H -3.3295 2.6605 -3.2219 0.0 0.0 0.0
H 2.6762 -0.8301 0.8101 0.1 0.0 -0.1
H -1.3751 1.1324 -5.9802 -0.1 0.3 0.1
H -4.7530 2.3459 -2.7923 0.0 0.0 0.0
H -2.1129 -0.8739 1.7336 0.1 0.0 0.0
H 0.3863 1.6729 -0.0481 0.0 -0.2 0.0
O 0.4966 1.6806 -2.0670 -0.3 0.3 0.2
H 3.8096 1.2024 3.4995 0.0 -0.1 0.0
C 3.0200 1.0690 1.4982 0.2 -0.3 -0.5
C -1.0071 -1.9547 4.2540 0.2 0.5 -0.4
H -0.3275 -0.6717 -6.5823 0.0 0.0 0.1
H 3.0206 0.5997 -1.1772 -0.3 0.0 -0.3
C -1.2587 -1.1944 -0.2119 -0.1 -0.5 -0.4
H 1.5415 -0.4063 -1.1303 0.0 0.1 -0.3
H -2.4108 -2.4561 0.9998 0.0 0.0 0.2
H 2.9732 -0.3320 3.1369 0.1 0.0 0.0
O -4.2474 2.8252 -3.4546 0.0 0.1 0.0
O -1.2169 0.6194 -5.1755 0.0 -0.3 -0.1
O -1.2772 -2.6902 5.4120 0.0 -0.3 0.2
H -0.5785 -1.8838 -7.4718 0.0 0.0 0.0
H -1.7844 3.6833 -6.9471 -0.1 0.0 0.0
C -0.7649 -2.9227 3.0970 0.1 0.1 0.4
H -1.8688 -1.2222 6.7495 0.0 0.1 0.1
H 2.0116 2.8863 -2.8125 -0.1 0.0 0.0
H -0.1786 -1.0214 -0.2669 -0.1 0.3 0.1
H -0.0985 -1.3385 4.3838 -0.1 -0.2 0.0
H -0.1027 -1.4651 6.5862 -0.1 0.1 0.0
O -1.5823 -2.1894 -1.1872 -0.2 0.3 0.5
C 2.0473 0.4432 -0.6778 0.6 -0.1 0.5
H -1.7584 -0.7781 -2.7306 -0.1 0.0 0.2
C 2.9593 0.7546 2.9701 -0.3 0.1 0.3
H -1.6250 -3.5859 2.9894 0.0 0.0 0.0
C 1.6324 1.1670 4.8726 0.0 -0.2 0.8
C -1.6434 -1.6951 1.1715 -0.1 0.1 -0.4
H 0.5697 2.6795 -3.8306 0.0 0.0 -0.1
O -0.2269 -0.9900 -7.4880 0.0 0.0 0.0
H 2.5975 1.0023 5.3737 0.0 0.1 -0.2
O 1.7538 1.2965 3.4899 0.2 0.1 -0.5
H 0.9905 0.3194 5.1526 0.0 0.1 -0.1
H 0.0878 -3.5430 3.3868 0.0 -0.1 -0.1
H -1.8006 -0.2772 -0.4707 0.1 0.1 0.1
N 2.2738 0.0918 0.7199 -0.6 0.2 0.3
C -1.0793 -1.9654 6.5998 0.1 -0.1 0.0
H 1.7615 2.5846 -0.6695 -0.2 0.1 -0.2
H -1.6170 -2.4658 -3.2040 0.0 -0.1 0.1
H 4.0709 1.1328 1.1645 0.0 0.1 0.1
H -1.8104 -1.2358 4.0282 -0.1 -0.2 0.0
N -0.4975 -2.2916 1.8284 0.0 -0.1 -0.3

***

# 6
10
Properties=species:S:1:pos:R:3:forces:R:3 method="wB97M-V/def2-TZVPD" homo_lumo_gap_ev="7.0 / 8.0" de_lowest_ev=4.7818
C -1.4514 -0.6048 -0.8672 -0.2 0.0 -0.2
H -2.5097 -0.8051 -0.6176 0.1 0.0 -0.1
C 1.2534 0.9327 0.8624 0.1 -0.1 0.2
H -0.8578 -0.3681 1.2985 0.0 0.0 -0.2
O 1.1926 0.8514 2.0351 0.2 0.0 -0.3
C 0.7709 -0.3187 -0.1332 0.6 0.8 0.2
H 1.6622 1.7284 0.2307 -0.1 0.1 0.1
O -1.0656 -0.5718 -2.0247 -0.2 -0.1 0.4
C -0.5641 -0.4408 0.2607 -0.5 -0.4 -0.3
N 1.5695 -0.4031 -1.0447 0.0 -0.3 0.1